117
Properties=species:S:1:pos:R:3:mulliken_charge:R:1 method="wB97M-V/def2-TZVPD" gap_ev=5.5722 total_energy_ev=-83049.6168 charge=-1
Pt 0.0534 0.2029 0.2390 1.874
C -0.1638 -3.8745 -3.4157 -0.847
N 0.2885 -4.2322 -2.1081 0.304
C 0.5977 -5.4688 -1.6194 -0.836
C 1.0170 -5.3257 -0.3434 -0.302
N 0.9673 -3.9748 -0.0208 0.470
C 0.5700 -3.2880 -1.1446 -0.210
S 0.7423 -1.6647 -1.5166 -0.437
C 1.0287 -3.4712 1.2726 0.383
C 1.9578 -4.0034 2.1739 -0.909
C 1.9029 -3.6175 3.4915 -0.673
C 0.8791 -2.7415 3.8797 -0.900
C 0.0301 -2.2522 2.9086 -0.170
N 0.1040 -2.5422 1.6151 0.130
H -0.0621 -4.7234 -4.0895 0.336
H 0.4382 -3.0339 -3.7654 0.320
H -1.2080 -3.5474 -3.3876 0.322
H 0.5084 -6.3553 -2.2153 0.436
H 1.3182 -6.0633 0.3686 0.494
H 2.7170 -4.6875 1.8225 0.449
H 2.6204 -3.9881 4.2098 0.387
H 0.7635 -2.4429 4.9117 0.455
H -0.7844 -1.6031 3.1874 0.733
C -1.3141 4.3947 -4.3134 -1.626
C -2.2674 4.0701 -3.1626 1.236
C -3.6451 4.7080 -3.4331 -1.882
O -1.7655 4.5723 -1.9404 -0.389
C -1.7598 3.5480 -0.9478 -0.568
C -2.5817 2.4283 -1.6427 -0.295
O -2.3645 2.6800 -3.0232 -0.361
C -2.4518 0.8855 -1.3814 1.717
O -1.1851 0.4106 -1.3979 -0.282
C -3.2440 0.3971 -0.1617 0.145
C -4.3146 1.0469 0.4392 0.019
C -5.0755 0.4107 1.4067 -0.771
C -4.7763 -0.8825 1.7987 -0.890
C -3.6830 -1.5243 1.2430 -0.606
C -2.9319 -0.8908 0.2712 -0.312
C -3.2183 0.2600 -2.5774 -0.010
C -2.5293 -0.5784 -3.4411 -0.221
C -3.1623 -1.1425 -4.5326 -1.014
C -4.4948 -0.8638 -4.7856 -0.720
C -5.1924 -0.0426 -3.9173 -1.096
C -4.5642 0.5065 -2.8152 -0.359
C -0.3160 3.3380 -0.3444 1.683
O -0.3551 2.3105 0.5475 -0.545
C 0.7612 3.2487 -1.4379 -0.122
C 1.9073 4.0402 -1.4005 -0.064
C 2.8715 3.9613 -2.3901 -0.925
C 2.7234 3.0799 -3.4461 -0.944
C 1.6058 2.2692 -3.4824 -0.669
C 0.6378 2.3515 -2.4948 -0.182
C -0.0536 4.6282 0.4665 -0.815
C 0.2199 4.5323 1.8234 -0.089
C 0.4934 5.6640 2.5717 -1.095
C 0.4970 6.9118 1.9734 -0.624
C 0.2130 7.0186 0.6216 -1.048
C -0.0594 5.8879 -0.1253 0.368
H -1.2111 5.4700 -4.4137 0.365
H -1.7119 3.9752 -5.2313 0.406
H -0.3415 3.9590 -4.1100 0.269
H -3.5208 5.7664 -3.6434 0.449
H -4.2807 4.6039 -2.5591 0.412
H -4.1096 4.2135 -4.2807 0.317
H -2.3522 3.8914 -0.0847 0.929
H -3.6343 2.6868 -1.4337 0.662
H -4.5746 2.0598 0.1705 0.398
H -5.9080 0.9334 1.8594 0.381
H -5.3835 -1.3766 2.5444 0.310
H -3.4158 -2.5247 1.5509 0.414
H -2.0988 -1.4110 -0.1846 0.245
H -1.4866 -0.7699 -3.2357 0.430
H -2.6141 -1.8003 -5.1936 0.460
H -4.9910 -1.2893 -5.6480 0.384
H -6.2386 0.1705 -4.0972 0.418
H -5.1312 1.1309 -2.1404 0.400
H 2.0749 4.7303 -0.5895 0.415
H 3.7381 4.6091 -2.3417 0.360
H 3.4726 3.0200 -4.2242 0.382
H 1.4688 1.5702 -4.2969 0.425
H -0.2166 1.6985 -2.5616 0.029
H 0.2202 3.5519 2.2788 0.079
H 0.7028 5.5710 3.6301 0.544
H 0.7157 7.8007 2.5508 0.373
H 0.2090 7.9895 0.1410 0.394
H -0.2662 5.9791 -1.1784 0.453
C -3.0031 1.0838 3.9409 -1.076
C -1.5094 1.1668 4.0340 0.530
C -0.8968 1.6547 5.1858 -1.290
C 0.4838 1.7404 5.2299 0.278
C 1.1856 2.2554 6.4584 -1.785
C 1.2488 1.3539 4.1412 -0.787
C 0.6797 0.8281 2.9591 1.393
C -0.7381 0.7599 2.9708 0.429
N 1.2940 0.3529 1.8468 0.635
C 2.7209 0.4356 1.5352 1.780
C 3.7379 0.6646 2.6667 -2.603
C 3.1425 -0.8820 0.8664 -1.570
C 2.8791 1.5826 0.5263 -1.710
H -3.4744 1.3850 4.8739 0.424
H -3.3180 0.0722 3.6937 0.130
H -3.3574 1.7345 3.1456 0.088
H -1.4915 1.9760 6.0304 0.280
H 0.4711 2.4678 7.2523 0.414
H 1.7294 3.1736 6.2320 0.306
H 1.9076 1.5252 6.8279 0.314
H 2.3047 1.4849 4.2590 0.400
H -1.2224 0.3789 2.0714 -0.185
H 3.5686 -0.0094 3.5031 0.410
H 3.7411 1.6982 3.0014 0.417
H 4.7278 0.4541 2.2626 0.564
H 3.1928 -1.6856 1.5954 0.260
H 4.1185 -0.7724 0.3997 0.598
H 2.4262 -1.1591 0.1003 -0.105
H 2.5401 2.5139 0.9779 0.352
H 2.2518 1.3798 -0.3415 -0.037
H 3.9120 1.7012 0.2043 0.598

120
Properties=species:S:1:pos:R:3:mulliken_charge:R:1 method="wB97M-V/def2-TZVPD" gap_ev=5.5961 total_energy_ev=-112791.2621
In 1.8548 -0.1007 -0.8044 2.270
C 5.5155 0.4482 -2.6051 -1.131
C 4.8465 1.7909 -2.4920 0.785
C 5.0095 2.7669 -3.4674 -0.818
C 4.3126 3.9567 -3.3492 -0.738
C 3.4787 4.1450 -2.2630 -1.042
C 3.3711 3.1295 -1.3208 0.731
N 4.0473 1.9805 -1.4361 0.259
C 2.4567 3.2353 -0.1476 0.612
C 1.8406 4.4330 0.2134 -0.985
C 1.0346 4.4695 1.3358 -1.462
C 0.8742 3.3179 2.0915 -0.594
C 1.5252 2.1655 1.6795 -0.130
N 2.2731 2.1226 0.5730 0.458
C 1.4194 0.8940 2.4490 0.348
C 1.3068 0.9184 3.8335 -0.788
C 1.2675 -0.2828 4.5193 -1.386
C 1.2845 -1.4642 3.8032 -0.794
C 1.3519 -1.4177 2.4135 0.322
C 1.2265 -2.6690 1.5978 -0.171
N 1.4653 -0.2533 1.7610 1.970
H 6.5284 0.5414 -3.0001 0.496
H 4.9464 -0.1973 -3.2836 0.187
H 5.5408 -0.0322 -1.6287 -0.006
H 5.6648 2.5879 -4.3114 0.464
H 4.4024 4.7257 -4.1060 0.431
H 2.8952 5.0520 -2.1791 0.348
H 2.0064 5.3318 -0.3629 0.450
H 0.5472 5.3908 1.6305 0.456
H 0.2404 3.3134 2.9685 0.446
H 1.3142 1.8608 4.3642 0.642
H 1.2242 -0.2959 5.6017 0.483
H 1.2352 -2.4228 4.3062 0.570
H 1.4181 -3.5588 2.1977 0.659
H 1.8905 -2.6581 0.7361 -0.672
H 0.2101 -2.7122 1.1930 -0.657
S 0.3810 1.7493 -2.5099 0.447
C -0.3509 2.5648 -3.9914 -0.579
C -1.2528 3.6541 -3.9712 -0.065
N -1.9982 4.5251 -3.8351 -0.637
C 0.1617 1.8073 -4.9730 0.730
S 1.1281 0.6321 -4.0761 -0.145
C 0.0006 1.8731 -6.3830 -0.038
N -0.1185 1.9180 -7.5280 -0.508
S 4.9374 -3.4083 0.9880 -0.272
C 5.1841 -2.0745 2.0699 0.773
C 5.7900 -2.0564 3.3237 -0.708
C 5.8646 -0.8476 3.9908 -0.630
C 5.3653 0.3242 3.4088 -0.621
C 4.7648 0.3038 2.1650 -0.303
C 4.6461 -0.9151 1.4981 -0.522
N 4.0614 -1.0991 0.2462 0.288
C 4.1483 -2.3318 -0.1459 -0.319
C 3.5300 -2.8392 -1.3748 1.391
C 4.1292 -3.8894 -2.0809 -0.620
C 3.5243 -4.3675 -3.2295 -0.943
C 2.3256 -3.8004 -3.6541 -0.863
C 1.7502 -2.7547 -2.9399 -0.397
C 2.3229 -2.2401 -1.7755 -0.246
H 6.1886 -2.9638 3.7614 0.434
H 6.3215 -0.8045 4.9724 0.398
H 5.4593 1.2635 3.9429 0.433
H 4.3822 1.2006 1.6888 0.362
H 5.0735 -4.3098 -1.7419 0.462
H 3.9826 -5.1709 -3.7943 0.390
H 1.8450 -4.1780 -4.5516 0.416
H 0.8148 -2.3354 -3.3010 0.316
O -0.8653 -0.5614 0.0293 -0.872
P -2.3488 -0.4189 -0.1887 0.112
C -2.6484 1.1965 -1.0137 0.987
C -2.0383 2.3814 -0.2463 0.110
C -3.0369 3.0780 0.6786 -0.060
C -4.2726 3.5235 -0.1054 -1.127
C -4.9632 2.3248 -0.7575 -0.531
C -3.9995 1.5511 -1.6588 -1.120
C -3.1944 -0.7028 1.4130 1.077
C -2.3682 -0.0237 2.5323 0.313
C -3.2005 0.1629 3.8108 -1.043
C -4.1918 -0.9879 3.9745 -0.814
C -5.2383 -0.9640 2.8437 -1.300
C -4.6720 -0.3396 1.5553 -1.007
C -2.9196 -1.6218 -1.4674 0.302
C -1.9626 -2.8238 -1.5478 -0.738
C -2.2567 -3.8613 -0.4637 -0.159
C -3.6997 -4.3546 -0.5700 -1.372
C -4.6854 -3.1931 -0.4288 -0.025
C -4.3930 -2.0727 -1.4330 -1.454
H -1.9599 0.9806 -1.8369 -0.706
H -1.6978 3.1189 -0.9832 0.726
H -1.1498 2.0483 0.2959 -1.035
H -2.5541 3.9395 1.1480 0.530
H -3.3409 2.4025 1.4872 -0.239
H -3.9593 4.2254 -0.8867 0.410
H -4.9719 4.0528 0.5463 0.494
H -5.8122 2.6624 -1.3565 0.435
H -5.3657 1.6713 0.0172 0.155
H -3.7706 2.1901 -2.5188 0.479
H -4.4864 0.6576 -2.0592 0.333
H -3.1091 -1.7869 1.5297 0.462
H -1.9813 0.9408 2.1934 -0.658
H -1.4984 -0.6376 2.7438 -0.064
H -3.7512 1.1097 3.7736 0.342
H -2.5337 0.2217 4.6738 0.550
H -4.6868 -0.9371 4.9457 0.549
H -3.6369 -1.9323 3.9541 0.319
H -6.1130 -0.3911 3.1596 0.500
H -5.5857 -1.9804 2.6407 0.267
H -4.7644 0.7443 1.6101 0.780
H -5.2583 -0.6676 0.6936 0.046
H -2.7771 -1.0299 -2.3775 0.820
H -0.9295 -2.4825 -1.4825 -0.267
H -2.0924 -3.2951 -2.5290 0.750
H -2.0990 -3.4082 0.5226 -0.080
H -1.5560 -4.6946 -0.5460 0.507
H -3.9069 -5.1147 0.1870 0.500
H -3.8387 -4.8283 -1.5487 0.367
H -4.6410 -2.8066 0.5943 -0.343
H -5.7071 -3.5469 -0.5836 0.540
H -5.0533 -1.2230 -1.2406 0.217
H -4.6453 -2.4379 -2.4337 0.598